Entry 1:
Molecular formula: C5H6N2
Method: DFT, ωB97M-V with the def2-TZVPD basis set

Geometry as XYZ:
```
13
Properties=species:S:1:pos:R:3
C 1.87061 -0.03973 0.09254
C 0.35953 0.11281 -0.05048
C -0.34042 1.25339 -0.09413
N -1.62461 1.19189 -0.06287
C -2.31357 0.01985 0.08971
N -1.68813 -1.11037 0.01056
C -0.42683 -1.11578 -0.22690
H 2.60485 0.67086 0.60404
H 2.26847 -0.84309 0.59623
H 2.44685 -0.24502 -0.76682
H 0.21527 2.17618 -0.36730
H -3.33678 -0.01356 0.42538
H -0.03523 -2.05743 -0.24995
```

Results
Relative energy (zero: lowest compared OMol25 entry of this formula, charge and spin) (eV): 1.726
Maximum force (eV/A): 5.28
E_tot (eV): -8260.632
HOMO level (eV): -9.2
Frontier orbital gap (eV): 9.81
SMILES: Cc1cncnc1

=====

Entry 2:
Molecular formula: C5H6N2
Method: DFT, ωB97M-V with the def2-TZVPD basis set

Geometry as XYZ:
```
13
Properties=species:S:1:pos:R:3
N 2.35503 -0.00676 1.65099
C 1.81145 0.12336 0.64954
C 1.13273 0.32062 -0.62155
C -0.01523 -0.51872 -1.00722
C -0.76748 -1.13121 0.14634
C -0.98671 0.64682 0.50125
N -0.22445 0.90810 -0.72290
H 1.77224 0.71319 -1.40325
H -0.11667 -0.88511 -2.02840
H -1.75229 -1.48023 -0.14276
H -0.59745 -0.71945 1.14513
H -2.04804 0.84801 0.44021
H -0.56312 1.18136 1.39261
```

Results
Relative energy (zero: lowest compared OMol25 entry of this formula, charge and spin) (eV): 5.231
Maximum force (eV/A): 2.91
E_tot (eV): -8257.127
HOMO level (eV): -8.4
Frontier orbital gap (eV): 9.36
SMILES: N#C[C@H]1[C@H]2CCN21

=====

Entry 3:
Molecular formula: C5H6N2
Method: DFT, ωB97M-V with the def2-TZVPD basis set

Geometry as XYZ:
```
13
Properties=species:S:1:pos:R:3
N -1.14659 1.95663 -1.86339
C -0.52224 1.42366 -1.04440
C -0.60414 0.70300 0.24178
C -0.81842 -0.81066 0.02231
C 0.48418 -0.93923 0.75412
C 1.49427 -0.16231 -0.04019
N 0.73001 0.52595 0.97860
H -1.38834 1.15810 0.85362
H -0.74608 -1.12774 -1.02122
H -1.68896 -1.25780 0.49807
H 0.61375 -1.56503 1.64307
H 1.04537 0.59151 -1.11941
H 2.54719 -0.49606 0.09704
```

Results
Relative energy (zero: lowest compared OMol25 entry of this formula, charge and spin) (eV): 4.674
Maximum force (eV/A): 4.65
E_tot (eV): -8257.684
HOMO level (eV): -9.8
Frontier orbital gap (eV): 10.21

=====

Entry 4:
Molecular formula: C5H6N2
Method: DFT, ωB97M-V with the def2-TZVPD basis set

Geometry as XYZ:
```
13
Properties=species:S:1:pos:R:3
C 0.54311 -1.31422 -0.29986
C -1.01024 -1.36786 -0.08228
C -0.84875 0.13565 0.02696
N -1.22882 1.26985 0.54358
C -0.06067 2.01363 0.46791
C 1.00067 1.33721 -0.08156
N 0.43624 0.13282 -0.38176
H 0.95942 -1.75524 -1.21463
H 1.13262 -1.46846 0.65137
H -1.58599 -1.72612 -0.94360
H -1.32795 -1.89103 0.82161
H -0.03416 3.03653 0.78963
H 2.03309 1.60664 -0.26405
```

Results
Relative energy (zero: lowest compared OMol25 entry of this formula, charge and spin) (eV): 1.576
Maximum force (eV/A): 1.55
E_tot (eV): -8260.782
HOMO level (eV): -8.6
Frontier orbital gap (eV): 9.58

=====

Entry 5:
Molecular formula: C5H6N2
Method: DFT, ωB97M-V with the def2-TZVPD basis set

Geometry as XYZ:
```
13
Properties=species:S:1:pos:R:3
C -2.25464 -0.63660 -0.10584
C -1.07996 -0.04586 -0.04994
C 1.18362 -0.16917 0.03617
C 0.64751 1.26234 0.11707
C -0.65877 1.27121 -0.16266
H -2.73057 -1.63898 -0.00700
H -3.03994 0.01208 -0.08882
H -0.12734 -1.88033 -0.48521
H 2.21812 -1.49551 0.03621
H 1.46738 1.99797 0.21275
H -1.55043 2.03336 0.04900
N 0.01456 -0.78301 0.41164
N 2.37633 -0.51986 -0.22961
```

Results
Relative energy (zero: lowest compared OMol25 entry of this formula, charge and spin) (eV): 4.722
Maximum force (eV/A): 8.98
E_tot (eV): -8257.637
HOMO level (eV): -8.7
Frontier orbital gap (eV): 8.77

=====

Entry 6:
Molecular formula: C5H6N2
Method: DFT, ωB97M-V with the def2-TZVPD basis set

Geometry as XYZ:
```
13
Properties=species:S:1:pos:R:3
C 1.26174 -0.71420 0.05829
C -0.00886 -0.94079 0.49321
C -1.03328 0.09493 0.59664
C -1.18192 1.04460 -0.52482
N -0.28961 1.51000 0.50044
N 1.03629 1.61414 0.26192
C 1.80046 0.62979 -0.07585
H 1.95573 -1.54134 0.01664
H -0.27357 -1.92804 0.84873
H -1.78903 0.02544 1.36238
H -0.76164 0.76400 -1.48664
H -2.09732 1.61873 -0.58658
H 2.84176 0.82679 -0.25534
```

Results
Relative energy (zero: lowest compared OMol25 entry of this formula, charge and spin) (eV): 3.141
Maximum force (eV/A): 2.56
E_tot (eV): -8259.218
HOMO level (eV): -8.2
Frontier orbital gap (eV): 8.76
SMILES: C1=C[C@@H]2CN2N=C1